No. 1
C4H10N2 in the gas phase at a distorted geometry, computed with ωB97M-V/def2-TZVPD.

Last column: natural (NBO) charge in e.
Atoms and positions in Å:
H1 -0.98 -3.17 0.01  0.344
N1 -1.67 -2.45 0.19  -0.725
C1 -1.39 -1.23 0.07  0.312
N2 -0.21 -0.54 0.22  -0.642
C2 -0.23 0.91 0.32  -0.206
C3 1.15 1.55 0.38  -0.407
C4 1.87 1.32 -0.97  -0.613
H2 -2.17 -0.47 -0.07  0.139
H3 0.66 -0.98 -0.06  0.385
H4 -0.86 1.15 1.19  0.195
H5 -0.77 1.30 -0.55  0.171
H6 0.99 2.62 0.45  0.213
H7 1.70 1.20 1.25  0.209
H8 2.70 2.02 -1.08  0.218
H9 2.31 0.32 -1.07  0.198
H10 1.13 1.36 -1.76  0.208

Calculated values
SMILES	[H]/N=C\NCCC
energy relative to the best compared isomer or geometry (same formula, charge and spin)	22.4	kcal per mole
charge	0
lowest unoccupied orbital energy	0.98	eV

No. 2
C4H10N2 in the gas phase at a distorted geometry, computed with ωB97M-V/def2-TZVPD.

Last column: natural (NBO) charge in e.
Atoms and positions in Å:
C1 1.20 -1.16 0.21  -0.640
C2 0.54 -0.25 -0.70  -0.088
N1 0.88 1.13 -0.42  -0.617
C3 -0.29 1.31 0.43  -0.253
C4 -0.94 0.26 -0.47  -0.041
N2 -1.89 -0.71 -0.08  -0.812
H1 2.32 -1.13 -0.04  0.219
H2 0.82 -2.24 0.08  0.225
H3 1.26 -0.95 1.40  0.205
H4 0.78 -0.47 -1.71  0.190
H5 1.80 1.35 0.07  0.350
H6 -0.09 1.06 1.50  0.169
H7 -0.69 2.34 0.36  0.187
H8 -1.24 0.69 -1.40  0.199
H9 -1.62 -0.85 0.84  0.346
H10 -2.85 -0.36 -0.08  0.360

Calculated values
SMILES	C[C@@H]1NC[C@@H]1N
energy relative to the best compared isomer or geometry (same formula, charge and spin)	50.7	kcal per mole
charge	0
lowest unoccupied orbital energy	1.11	eV